Entry 1:
{
  "formula": "C4H11N2",
  "method": "ωB97M-V with the def2-TZVPD basis set",
  "smiles": "CC/C([NH3+])=C/N",
  "homo_ev": -13.91,
  "energy_ev": -7298.5470,
  "spin_multiplicity": 1,
  "e_above_lowest_kcal_mol": 55.4,
  "total_charge": 1,
  "largest_force_ev_per_a": 4.05,
  "symbols": ["N", "N", "C", "C", "C", "C", "H", "H", "H", "H", "H", "H", "H", "H", "H", "H", "H"],
  "xyz": [[0.563, 0.528, -1.132], [2.323, 0.139, 0.753], [-2.425, 0.487, -0.319], [-0.014, -0.225, 0.086], [-1.381, -0.693, -0.053], [0.982, -0.480, 0.934], [-1.733, -1.225, 0.837], [-0.005, 0.377, -2.046], [-2.310, 1.123, 0.620], [0.836, -1.339, 1.617], [1.386, 0.027, -1.406], [-3.511, 0.206, -0.371], [-2.121, 0.953, -1.199], [0.564, 1.533, -0.946], [-1.536, -1.415, -0.950], [2.257, 1.027, 1.399], [3.004, -0.473, 1.215]],
  "lowdin_charge": [0.213, 0.020, -0.069, -0.261, -0.207, -0.095, 0.124, 0.207, 0.104, 0.142, 0.139, 0.101, 0.024, 0.172, 0.151, 0.146, 0.088]
}

Entry 2:
{
  "formula": "C6H13N4O",
  "method": "ωB97M-V with the def2-TZVPD basis set",
  "smiles": "O/C=N\\CC/N=[N+]1\\CCNC1",
  "homo_ev": -13.04,
  "energy_ev": -14430.4398,
  "spin_multiplicity": 1,
  "e_above_lowest_kcal_mol": 96.4,
  "total_charge": 1,
  "largest_force_ev_per_a": 3.55,
  "symbols": ["O", "N", "N", "N", "N", "C", "C", "C", "C", "C", "C", "H", "H", "H", "H", "H", "H", "H", "H", "H", "H", "H", "H", "H"],
  "xyz": [[-4.247, 0.691, -0.510], [0.765, 0.159, 0.387], [2.870, 1.068, 0.460], [-2.010, 0.458, 0.136], [-0.264, -0.223, 0.928], [1.421, -0.411, -0.821], [-2.984, 1.162, -0.295], [-0.933, -1.517, 0.912], [1.566, 1.317, 0.825], [-2.302, -0.966, 0.485], [2.878, 0.382, -0.829], [-2.881, 2.270, -0.515], [-1.125, -1.832, 1.965], [-4.921, 1.473, -0.511], [1.674, -1.522, -0.685], [0.833, -0.139, -1.666], [1.122, 2.119, 0.251], [-0.476, -2.408, 0.461], [1.433, 1.528, 1.912], [-3.018, -0.942, 1.325], [-2.850, -1.469, -0.450], [2.908, 1.084, -1.620], [3.744, -0.327, -0.976], [3.439, 0.683, 1.207]],
  "lowdin_charge": [0.021, -0.091, -0.040, 0.021, 0.082, -0.019, -0.235, -0.118, -0.166, -0.157, -0.109, 0.154, 0.135, 0.175, 0.148, 0.111, 0.138, 0.123, 0.164, 0.126, 0.168, 0.093, 0.139, 0.135]
}

Entry 3:
{
  "formula": "C32H69BNO7P",
  "method": "ωB97M-V with the def2-TZVPD basis set",
  "smiles": "CCCCB[PH2]=N.C1CCOC1.C1CCOC1.C1CCOC1.C1CCOC1.C1CCOC1.C1CCOC1.C1CCOC1",
  "homo_ev": -8.18,
  "energy_ev": -60086.0926,
  "spin_multiplicity": 1,
  "largest_force_ev_per_a": 0.21,
  "symbols": ["P", "O", "O", "O", "O", "O", "O", "O", "N", "C", "C", "C", "C", "C", "C", "C", "C", "C", "C", "C", "C", "C", "C", "C", "C", "C", "C", "C", "C", "C", "C", "C", "C", "C", "C", "C", "C", "C", "C", "C", "C", "B", "H", "H", "H", "H", "H", "H", "H", "H", "H", "H", "H", "H", "H", "H", "H", "H", "H", "H", "H", "H", "H", "H", "H", "H", "H", "H", "H", "H", "H", "H", "H", "H", "H", "H", "H", "H", "H", "H", "H", "H", "H", "H", "H", "H", "H", "H", "H", "H", "H", "H", "H", "H", "H", "H", "H", "H", "H", "H", "H", "H", "H", "H", "H", "H", "H", "H", "H", "H", "H"],
  "xyz": [[-1.313, 0.021, 2.658], [0.843, 2.988, 4.286], [0.935, 4.790, -1.967], [3.544, 1.215, -0.817], [-2.722, 0.561, -3.804], [6.190, 2.381, -5.632], [-2.623, -4.756, 2.267], [-6.170, -8.077, 2.437], [-1.560, 0.735, 1.264], [-0.110, 5.343, -2.767], [6.988, 3.562, -5.544], [-6.435, -9.470, 2.609], [6.156, 1.913, -6.981], [1.644, 5.833, -1.300], [-5.754, -9.145, 0.372], [-0.438, 3.560, 4.015], [-2.272, 0.329, -2.463], [-4.028, -4.503, 2.329], [4.082, 0.607, -1.993], [6.727, 3.039, -7.833], [-4.512, -5.127, 3.631], [-0.247, 6.797, -2.336], [-0.164, 3.501, 6.359], [-5.926, -7.795, 1.057], [1.192, 7.135, -1.950], [3.943, 2.930, -2.393], [0.987, 2.762, 5.688], [0.944, -1.944, 2.160], [-4.633, 0.327, -2.437], [-2.154, -5.201, 3.538], [-3.287, -4.943, 4.524], [-3.439, 0.684, -1.554], [-6.668, -10.032, 1.212], [-4.134, 0.759, -3.811], [1.894, -0.754, 2.279], [4.276, 0.100, 2.189], [3.264, 2.595, -1.071], [7.731, 3.670, -6.870], [3.849, 1.594, -3.128], [3.369, -1.137, 2.218], [-1.252, 3.397, 5.292], [-0.583, -1.674, 2.151], [-1.913, -6.268, 3.483], [-6.430, -11.093, 1.143], [5.126, 1.659, -7.233], [1.208, -2.572, 1.299], [5.153, 0.423, -1.848], [-4.719, -9.482, 0.453], [-1.015, 4.755, -2.608], [1.394, 5.817, -0.233], [-7.710, -9.894, 0.915], [-5.571, -9.947, 3.085], [1.070, -2.618, 3.030], [-1.367, -2.464, 1.732], [4.920, 0.181, 3.067], [4.574, 1.498, -3.934], [4.908, 0.121, 1.301], [-4.809, -0.751, -2.420], [-2.465, -0.161, 3.464], [-6.022, -9.115, -0.683], [-3.263, -5.623, 5.375], [3.609, -1.780, 3.072], [-1.025, 1.588, 1.150], [-7.296, -9.579, 3.269], [-0.872, 3.041, 3.158], [0.932, 1.686, 5.889], [3.443, 3.746, -2.914], [2.184, 2.741, -1.148], [-4.352, 1.818, -3.990], [-4.733, -6.186, 3.492], [-0.648, 7.432, -3.126], [1.275, 7.989, -1.279], [3.585, -0.353, -2.145], [-1.385, 0.937, -2.282], [-5.556, 0.830, -2.149], [-3.395, 0.157, -0.605], [1.971, 3.118, 5.998], [6.334, 4.428, -5.387], [7.990, 4.698, -7.122], [1.785, 7.341, -2.843], [3.638, 3.181, -0.228], [-5.042, -7.161, 0.982], [-4.495, -4.931, 1.441], [8.650, 3.081, -6.840], [1.684, -0.039, 1.475], [2.715, 5.649, -1.402], [-1.718, 2.409, 5.323], [1.706, -0.216, 3.217], [-4.201, -3.420, 2.317], [-0.464, 0.667, 3.587], [0.167, 5.270, -3.825], [-0.902, 6.877, -1.466], [-6.782, -7.249, 0.644], [-4.562, 0.178, -4.630], [-0.321, 4.617, 3.752], [6.766, 1.007, -7.065], [2.845, 1.465, -3.540], [-1.995, -0.725, -2.353], [-3.436, 1.754, -1.336], [7.177, 2.678, -8.757], [0.101, 4.546, 6.529], [7.650, 3.470, -4.683], [3.531, -1.748, 1.324], [-3.239, -3.919, 4.900], [3.669, 1.009, 2.147], [5.945, 3.757, -8.089], [-0.446, 3.058, 7.314], [4.990, 3.200, -2.235], [-5.409, -4.643, 4.015], [-2.035, 4.147, 5.388], [-1.238, -4.657, 3.779]],
  "lowdin_charge": [0.687, -0.158, -0.160, -0.160, -0.148, -0.159, -0.159, -0.154, -0.283, -0.199, -0.206, -0.205, -0.203, -0.208, -0.167, -0.216, -0.204, -0.203, -0.203, -0.170, -0.161, -0.169, -0.168, -0.204, -0.167, -0.167, -0.210, -0.222, -0.174, -0.205, -0.165, -0.188, -0.170, -0.219, -0.270, -0.105, -0.204, -0.171, -0.158, -0.259, -0.169, -0.234, 0.118, 0.111, 0.118, 0.106, 0.116, 0.115, 0.117, 0.120, 0.113, 0.117, 0.118, 0.041, 0.064, 0.092, 0.058, 0.111, -0.028, 0.112, 0.111, 0.104, -0.033, 0.116, 0.088, 0.113, 0.102, 0.107, 0.113, 0.098, 0.110, 0.111, 0.116, 0.112, 0.107, 0.082, 0.117, 0.117, 0.111, 0.113, 0.118, 0.105, 0.104, 0.113, 0.112, 0.110, 0.104, 0.100, 0.116, -0.022, 0.119, 0.113, 0.121, 0.113, 0.118, 0.118, 0.118, 0.116, 0.110, 0.111, 0.114, 0.117, 0.105, 0.110, 0.065, 0.113, 0.111, 0.114, 0.115, 0.112, 0.109]
}

Entry 4:
{
  "formula": "C18H18Cl3N5O2PdS",
  "method": "ωB97M-V with the def2-TZVPD basis set",
  "homo_ev": -7.38,
  "energy_ev": -82385.6451,
  "spin_multiplicity": 1,
  "largest_force_ev_per_a": 0.72,
  "symbols": ["Pd", "Cl", "Cl", "Cl", "S", "O", "O", "N", "N", "N", "N", "N", "C", "C", "C", "C", "C", "C", "C", "C", "C", "C", "C", "C", "C", "C", "C", "C", "C", "C", "H", "H", "H", "H", "H", "H", "H", "H", "H", "H", "H", "H", "H", "H", "H", "H", "H", "H"],
  "xyz": [[-0.580, 0.687, -1.587], [-3.131, -1.621, -4.586], [-1.583, -2.663, -2.379], [-0.255, -1.927, -4.840], [0.117, 2.473, 0.163], [-6.205, -0.227, 3.283], [-5.467, -1.952, 4.442], [-0.594, -0.775, 0.313], [2.756, 2.254, 0.494], [1.682, -0.543, -1.216], [2.090, 3.066, -1.527], [-1.460, 1.011, -3.592], [1.764, -1.102, -0.012], [2.777, -0.498, -1.960], [0.518, -1.163, 0.785], [4.005, -0.992, -1.533], [2.595, 1.848, 1.875], [-3.099, -2.047, 2.756], [4.088, -1.566, -0.275], [-1.749, -0.911, 1.129], [-1.943, -1.982, 1.998], [2.941, -1.626, 0.504], [1.728, 2.602, -0.319], [1.132, 3.395, -2.573], [-2.731, 0.059, 0.990], [-5.350, -1.050, 3.439], [-4.070, -1.053, 2.656], [-1.585, -1.515, -3.726], [-3.878, -0.007, 1.761], [-1.359, -0.128, -3.226], [1.690, 3.641, -3.474], [5.023, -1.967, 0.091], [-1.222, -2.786, 2.055], [0.614, -1.553, 1.802], [-2.574, 0.856, 0.271], [0.463, 2.548, -2.744], [-4.667, -2.484, 4.510], [0.526, 4.250, -2.276], [-3.224, -2.911, 3.398], [2.467, 2.704, 2.542], [2.663, -0.047, -2.941], [-4.648, 0.747, 1.672], [3.041, 2.899, -1.813], [4.869, -0.931, -2.180], [2.953, -2.073, 1.490], [3.477, 1.283, 2.173], [3.676, 2.560, 0.219], [1.714, 1.219, 1.966]],
  "lowdin_charge": [0.405, 0.584, 0.563, 0.563, 0.672, 0.125, 0.117, 0.046, -0.057, 0.096, -0.057, 0.059, -0.271, -0.125, -0.099, -0.053, -0.112, -0.022, -0.059, -0.259, -0.017, -0.022, -0.825, -0.112, -0.003, -0.475, -0.131, -1.615, 0.012, -0.668, 0.086, 0.109, 0.111, 0.128, 0.085, 0.011, 0.083, 0.082, 0.110, 0.086, 0.114, 0.127, 0.128, 0.105, 0.115, 0.082, 0.133, 0.041]
}

Entry 5:
{
  "formula": "C22H12B4Br6O34V",
  "method": "ωB97M-V with the def2-TZVPD basis set",
  "homo_ev": -3.83,
  "energy_ev": -541289.1089,
  "spin_multiplicity": 1,
  "e_above_lowest_kcal_mol": 257.0,
  "total_charge": -3,
  "largest_force_ev_per_a": 6.32,
  "symbols": ["Br", "Br", "Br", "Br", "Br", "Br", "V", "O", "O", "O", "O", "O", "O", "O", "O", "O", "O", "O", "O", "O", "O", "O", "O", "O", "O", "O", "O", "O", "O", "O", "O", "O", "O", "O", "O", "O", "O", "O", "O", "O", "O", "C", "C", "C", "C", "C", "C", "C", "C", "C", "C", "C", "C", "C", "C", "C", "C", "C", "C", "C", "C", "C", "C", "B", "B", "B", "B", "H", "H", "H", "H", "H", "H", "H", "H", "H", "H", "H", "H"],
  "xyz": [[-8.824, 9.813, -1.821], [-6.558, -5.889, 4.556], [-2.533, -4.243, 6.340], [-8.833, -2.683, -3.314], [-9.965, 7.260, 0.675], [-6.157, -4.158, -2.430], [-2.262, 3.279, 1.249], [-2.584, -0.328, -6.916], [2.267, -3.585, 1.959], [1.791, -4.768, -1.275], [-2.660, 4.798, 1.536], [-0.597, 0.894, -7.040], [0.923, -2.546, 0.519], [4.411, 1.450, -1.820], [-2.245, 1.301, -5.216], [0.750, -0.755, -7.551], [4.695, 4.444, -3.696], [7.150, 2.346, 5.511], [5.884, 2.489, -3.315], [7.966, -1.128, -1.264], [-1.666, -2.290, -7.482], [5.070, 1.548, 4.516], [2.838, -5.397, 0.612], [2.996, 2.383, 7.174], [-3.130, 3.098, -4.125], [8.935, -0.652, 4.931], [-2.754, 1.995, -7.362], [6.852, 0.802, -1.674], [6.804, 0.046, 5.560], [5.644, 0.086, -3.523], [-3.371, 2.255, 1.763], [3.919, -6.737, 4.728], [5.225, 1.742, 6.828], [6.281, -2.034, -3.590], [2.890, 1.935, 4.258], [-3.646, 4.073, -6.832], [6.273, -5.446, 3.257], [9.453, 2.231, 4.978], [2.823, 3.010, -1.602], [4.513, -4.535, 2.051], [2.741, -5.735, 3.070], [-8.132, 7.599, -0.042], [3.892, 2.605, -2.094], [-1.657, -1.081, -7.324], [8.059, 0.188, 5.211], [8.318, 1.727, 5.255], [-0.326, -0.317, -7.431], [4.860, 3.313, -3.130], [6.280, -0.918, -3.085], [3.903, 1.822, 4.983], [3.990, 2.057, 6.475], [1.644, -3.463, 0.861], [2.115, -4.604, -0.124], [-2.827, 2.454, -5.185], [3.865, -6.047, 3.742], [-3.087, 2.974, -6.598], [7.208, -0.423, -1.915], [5.055, -5.282, 3.031], [-4.697, -5.645, 5.034], [-4.425, -4.297, 5.619], [-6.587, -2.368, -1.664], [-7.330, -1.623, -2.648], [-8.031, 8.040, -1.538], [3.087, -4.812, 1.963], [5.697, 1.183, -2.593], [6.045, 1.383, 5.633], [-2.021, 1.001, -6.616], [-8.628, 7.290, -2.056], [-4.446, -3.520, 4.855], [-4.445, -6.463, 5.709], [-5.575, -1.968, -1.607], [-4.057, -5.673, 4.153], [-6.997, 7.975, -1.877], [-7.724, 8.371, 0.609], [-7.045, -2.538, -0.690], [-5.131, -3.980, 6.387], [-7.441, 6.797, 0.217], [-7.816, -0.792, -2.138], [-6.898, -1.337, -3.608]],
  "lowdin_charge": [0.576, 0.608, 0.575, 0.545, 0.541, 0.554, 1.347, 0.265, 0.264, 0.142, -0.233, 0.240, 0.124, 0.219, 0.280, 0.191, 0.040, 0.202, 0.202, 0.117, 0.117, 0.247, 0.228, 0.071, 0.034, 0.099, 0.273, 0.217, 0.202, 0.266, -0.221, 0.120, 0.222, 0.116, 0.076, 0.081, 0.095, 0.058, 0.059, 0.233, 0.209, -0.669, -0.377, -0.435, -0.374, -0.301, -0.444, -0.309, -0.406, -0.398, -0.349, -0.408, -0.387, -0.350, -0.361, -0.369, -0.391, -0.300, -0.740, -0.659, -0.654, -0.697, -0.655, -0.860, -0.750, -0.752, -0.882, 0.048, 0.053, 0.049, 0.061, 0.065, 0.066, 0.036, 0.069, 0.049, 0.056, 0.060, 0.063]
}